[1]
Entry from OMol25: a molecular structure, C16H23IrN5O3S (ωB97M-V/def2-TZVPD).

Last column: Mulliken charge in e.
Element x y z (Å)
1 Ir -0.11 -0.75 -0.10  1.774
2 S -0.94 0.69 1.48  -0.440
3 O -0.75 -2.51 0.51  -0.843
4 O -0.52 -4.72 0.59  -0.616
5 O 1.91 -0.22 0.43  -0.760
6 N 3.54 0.61 1.74  0.117
7 N 0.79 -3.54 -0.81  -0.143
8 N 1.23 -2.26 -1.17  -0.698
9 N -1.97 -0.47 -1.00  0.031
10 N 2.38 2.01 0.30  0.258
11 C -5.23 0.95 0.05  -0.884
12 C -3.50 1.60 1.58  -0.574
13 C -4.84 1.65 1.15  -0.672
14 C 1.48 2.16 -0.84  -1.139
15 C -0.19 -3.64 0.16  0.660
16 C -2.57 0.86 0.89  0.859
17 C -2.94 0.19 -0.28  -0.486
18 C 3.57 -0.63 2.51  -1.062
19 C 2.58 0.78 0.82  0.560
20 C -4.62 -0.52 -1.85  -0.681
21 C -3.66 -1.20 -2.52  -0.813
22 C -4.28 0.22 -0.69  0.867
23 C 2.57 3.23 1.07  -1.186
24 C -2.32 -1.15 -2.09  1.163
25 C 4.79 1.37 1.75  -1.153
26 C -1.28 -1.91 -2.86  -1.387
27 H -1.06 -2.85 -2.35  0.244
28 H 4.88 1.97 2.66  0.321
29 H 2.12 -2.02 -0.74  0.356
30 H 4.84 2.02 0.89  0.391
31 H -5.65 -0.53 -2.18  0.446
32 H 1.79 3.03 -1.41  0.400
33 H 2.90 3.00 2.08  0.427
34 H 1.32 -2.20 -2.18  0.299
35 H -5.56 2.24 1.71  0.398
36 H -6.26 0.96 -0.28  0.399
37 H 5.63 0.68 1.71  0.388
38 H -0.37 -1.33 -2.94  0.142
39 H -1.65 -2.15 -3.86  0.519
40 H 2.57 -1.05 2.58  0.295
41 H 1.62 3.76 1.14  0.379
42 H 3.30 3.89 0.60  0.324
43 H 3.93 -0.41 3.51  0.396
44 H -3.20 2.13 2.48  0.454
45 H 1.40 -4.33 -0.94  0.233
46 H 0.45 2.30 -0.51  0.364
47 H 1.54 1.28 -1.48  0.321
48 H 4.24 -1.37 2.06  0.338
49 H -3.89 -1.78 -3.40  0.414

relative energy (zero: lowest compared OMol25 entry of this formula, charge and spin) = 0.980 eV
total charge = +1
lowest unoccupied orbital energy (spin up / spin down) = -0.142 / -0.142 Ha
frontier orbital gap (spin up / spin down) = 6.9 / 6.9 eV

---

[2]
Entry from OMol25: a molecular structure, C16H23N3O5PtS2 (ωB97M-V/def2-TZVPD).

Last column: Mulliken charge in e.
Element x y z (Å)
1 Pt 0.24 -1.00 0.13  1.763
2 S 1.74 -1.91 1.51  -0.621
3 S 2.01 0.09 -0.99  -0.566
4 O -0.62 3.73 1.85  -0.572
5 O 1.19 -3.07 -1.58  -0.521
6 O -0.05 0.66 1.87  -0.718
7 O -1.04 -2.92 -1.39  -0.314
8 O -1.16 4.65 -2.61  -0.633
9 N -1.16 0.97 3.80  -0.404
10 N -1.10 4.52 -0.36  -0.041
11 N -1.10 0.28 -1.07  -0.070
12 C 3.29 -1.57 0.74  0.699
13 C -1.31 -1.79 1.30  -1.419
14 C 3.40 -0.72 -0.29  0.656
15 C -2.83 0.73 -2.64  -0.872
16 C 0.23 -2.54 -1.12  0.475
17 C -1.24 -1.23 2.72  -1.016
18 C -1.28 3.99 -1.60  0.097
19 C 4.44 -2.33 1.34  -1.603
20 C 4.70 -0.44 -0.98  -1.530
21 C -1.60 2.53 -1.69  -0.378
22 C -1.17 -4.01 -2.32  -0.872
23 C -2.59 2.08 -2.56  -0.484
24 C -2.08 -0.14 -1.88  -0.228
25 C -0.86 1.59 -0.99  0.041
26 C -0.78 0.21 2.76  0.823
27 C -1.61 4.03 0.91  -0.568
28 H -0.80 5.49 -0.38  0.268
29 H -0.83 1.92 3.85  0.257
30 H 4.81 -3.10 0.66  0.274
31 H 5.55 -0.55 -0.31  0.364
32 H -2.26 3.17 0.71  0.416
33 H -0.04 1.89 -0.37  0.768
34 H 5.28 -1.67 1.58  0.346
35 H 4.84 -1.13 -1.82  0.264
36 H -1.25 -2.87 1.36  0.530
37 H -2.25 -1.21 -1.89  0.472
38 H -2.22 4.82 1.36  0.381
39 H -2.26 -1.54 0.83  0.491
40 H -1.21 -4.95 -1.77  0.290
41 H -3.60 0.33 -3.29  0.431
42 H -3.14 2.80 -3.15  0.509
43 H -1.72 0.59 4.53  0.197
44 H -0.50 -1.78 3.31  0.362
45 H -2.11 -3.86 -2.84  0.249
46 H 4.14 -2.82 2.26  0.443
47 H 4.71 0.57 -1.39  0.407
48 H -0.34 -4.03 -3.02  0.371
49 H -0.27 2.84 1.66  0.312
50 H -2.20 -1.32 3.26  0.473

relative energy (zero: lowest compared OMol25 entry of this formula, charge and spin) = 0.000 eV
lowest unoccupied orbital energy = -0.003 Ha
frontier orbital gap = 6.4 eV

---

[3]
Entry from OMol25: a molecular structure, C16H23N5O8Pt (ωB97M-V/def2-TZVPD).

Last column: Mulliken charge in e.
Element x y z (Å)
1 Pt -0.12 -0.67 0.00  1.057
2 O -1.58 -1.24 1.17  -0.961
3 O -5.14 -1.17 2.49  -0.587
4 O 1.19 -0.67 1.50  -0.579
5 O -1.39 1.12 6.91  -0.623
6 O 1.69 0.20 3.46  -0.695
7 O -4.08 -0.35 0.81  -0.605
8 O 1.38 -0.06 -1.31  -0.691
9 O -3.51 0.87 6.65  -0.643
10 N 2.94 -1.67 -0.77  -0.092
11 N -2.36 0.81 6.26  1.046
12 N -0.87 2.10 0.06  -0.405
13 N -4.15 -0.69 1.98  0.893
14 N -1.62 -0.59 -1.41  -0.562
15 C -0.60 -0.20 3.11  0.465
16 C -2.99 -0.45 2.84  -0.037
17 C -0.85 0.26 4.39  -0.622
18 C -1.87 1.79 -2.16  -0.626
19 C -1.69 -0.64 2.32  0.901
20 C 3.08 -2.43 -3.44  -0.911
21 C -0.83 2.52 -1.34  -0.605
22 C 3.45 -0.02 -2.45  -0.973
23 C -3.23 -0.01 4.12  -0.500
24 C -1.57 0.36 -2.54  -0.441
25 C 0.86 -0.20 2.67  0.421
26 C 3.13 -0.91 -3.67  -0.371
27 C 1.92 -2.97 -2.59  -0.197
28 C -2.14 0.33 4.89  -0.432
29 C 2.53 -0.53 -1.39  0.435
30 C 2.16 -2.88 -1.07  -0.685
31 H -0.58 0.27 -3.00  0.103
32 H 2.75 -3.72 -0.72  0.554
33 H -2.01 2.32 -3.10  0.368
34 H -1.01 3.60 -1.46  0.432
35 H 1.23 -2.87 -0.51  -0.024
36 H 4.49 -0.14 -2.14  0.384
37 H -2.30 0.05 -3.29  0.451
38 H -0.01 0.57 4.99  0.631
39 H -2.85 1.84 -1.65  0.316
40 H -4.24 0.08 4.50  0.582
41 H 0.16 2.31 -1.74  0.151
42 H -2.48 -0.45 -0.87  0.240
43 H 3.87 -0.69 -4.45  0.413
44 H -0.17 2.58 0.62  0.217
45 H -1.71 -1.53 -1.78  0.423
46 H 3.92 -1.82 -0.91  0.468
47 H 4.04 -2.78 -3.03  0.308
48 H 3.26 1.03 -2.67  0.299
49 H 3.01 -2.89 -4.43  0.410
50 H 1.71 -4.00 -2.85  0.480
51 H -1.77 2.29 0.48  0.199
52 H 2.16 -0.59 -4.07  0.219
53 H 1.01 -2.40 -2.84  -0.002

relative energy (zero: lowest compared OMol25 entry of this formula, charge and spin) = 0.000 eV
lowest unoccupied orbital energy = -0.002 Ha
frontier orbital gap = 8.1 eV

---

[4]
Entry from OMol25: a molecular structure, C16H23N6OYb (ωB97M-V/def2-TZVPD).

Last column: Mulliken spin population.
Element x y z (Å)
1 Yb 0.88 0.73 0.45  0.987
2 O 0.90 2.45 1.80  0.000
3 N 4.04 -1.40 -4.89  0.000
4 N -2.50 -1.59 0.62  0.000
5 N 1.61 3.34 3.71  0.000
6 N -0.80 -0.95 -0.92  -0.001
7 N 1.29 1.17 -1.95  -0.002
8 N -1.42 0.50 0.71  0.002
9 C -3.28 -1.34 1.86  0.000
10 C -2.62 -0.26 2.70  0.000
11 C -2.62 -2.91 -0.03  0.000
12 C -1.65 -0.69 0.18  0.001
13 C -1.26 -3.34 -0.55  0.000
14 C 2.74 0.28 1.90  0.012
15 C 0.52 1.95 -2.73  0.000
16 C 2.98 1.60 2.69  0.001
17 C -2.30 0.92 1.81  0.000
18 C -0.78 -2.31 -1.54  0.000
19 C 1.53 1.08 -4.70  0.000
20 C 0.62 1.94 -4.10  0.000
21 C 3.28 -0.65 -4.45  0.000
22 C 2.17 0.35 -2.52  0.000
23 C 1.77 2.50 2.73  0.000
24 C 2.32 0.27 -3.90  0.000
25 H 3.32 1.43 3.71  0.000
26 H -4.29 -1.05 1.58  0.000
27 H -3.34 -2.28 2.40  0.000
28 H -0.01 2.60 -4.69  0.000
29 H -1.45 -2.30 -2.40  0.000
30 H -0.17 2.62 -2.23  0.000
31 H -3.27 0.02 3.52  0.000
32 H 1.63 1.04 -5.78  0.000
33 H -3.01 -3.60 0.71  0.000
34 H -0.99 -0.25 -1.62  0.000
35 H -3.35 -2.86 -0.84  0.000
36 H 2.80 -0.25 -1.88  0.000
37 H 0.84 3.99 3.71  0.000
38 H -1.33 -4.31 -1.03  0.000
39 H 3.69 -0.01 1.45  0.000
40 H 0.22 -2.52 -1.90  0.000
41 H -1.82 1.73 2.35  0.000
42 H -0.57 -3.43 0.29  0.000
43 H 2.29 3.40 4.46  0.000
44 H 3.75 2.20 2.21  0.000
45 H -1.69 -0.65 3.13  0.000
46 H -3.22 1.33 1.38  0.000
47 H 2.53 -0.51 2.62  0.000

2S+1 = 2
relative energy (zero: lowest compared OMol25 entry of this formula, charge and spin) = 0.183 eV
total charge = +2
lowest unoccupied orbital energy (spin up / spin down) = -0.230 / -0.250 Ha
frontier orbital gap (spin up / spin down) = 8.6 / 8.0 eV

---

[5]
Entry from OMol25: a molecular structure, C16H23NO3 (ωB97M-V/def2-TZVPD).

Last column: Mulliken charge in e.
Element x y z (Å)
1 O -5.99 1.12 -0.14  -0.374
2 O -5.41 -1.55 -0.31  -0.215
3 O 0.44 1.32 0.82  -0.707
4 N -0.66 -0.64 0.43  -0.125
5 C -3.08 -1.08 0.15  -0.640
6 C -4.64 0.80 0.01  0.598
7 C 5.93 0.86 -0.38  -0.803
8 C -3.64 1.44 0.12  0.217
9 C 0.42 0.12 0.61  0.658
10 C -2.44 1.32 0.29  -1.195
11 C -2.07 0.09 0.31  0.338
12 C 5.70 1.16 -1.78  -0.950
13 C -5.00 -2.77 -0.57  -0.987
14 C -4.34 -0.67 -0.26  0.485
15 C 2.63 -0.50 1.90  -1.156
16 C -6.44 2.40 0.07  -1.482
17 C 2.99 -0.34 0.26  0.289
18 C 4.04 -1.02 -0.36  -1.898
19 C 1.56 -0.90 0.98  -0.506
20 C 5.59 -0.48 -0.03  -0.297
21 H -3.85 2.84 0.29  0.041
22 H -4.72 -3.24 0.54  0.366
23 H -7.37 2.38 -0.28  0.397
24 H 5.88 2.23 -1.85  0.385
25 H 6.32 0.37 -2.28  0.280
26 H -1.65 1.92 0.71  0.500
27 H 3.91 -1.84 -0.02  0.996
28 H 5.59 -0.69 1.33  0.158
29 H 2.87 0.74 0.07  0.394
30 H 1.51 -1.72 0.55  0.676
31 H 2.43 0.40 2.36  0.283
32 H -2.71 -2.25 0.00  0.099
33 H 6.69 1.19 0.03  0.779
34 H 5.12 1.60 0.20  0.161
35 H 3.78 -0.97 -1.40  0.367
36 H 4.52 1.06 -2.16  0.142
37 H -0.58 -1.63 0.39  0.271
38 H -6.19 -3.24 -0.55  0.212
39 H 3.23 -1.19 2.36  0.454
40 H 6.13 -1.24 -0.71  0.231
41 H -5.88 2.79 -0.87  0.395
42 H -6.16 2.94 0.65  0.766
43 H -4.47 -3.09 -1.43  0.398

relative energy (zero: lowest compared OMol25 entry of this formula, charge and spin) = 19.969 eV
lowest unoccupied orbital energy = 0.023 Ha
frontier orbital gap = 8.8 eV

---

> The highest relative energy (zero: lowest compared OMol25 entry of this formula, charge and spin) belongs to which entry?

C16H23NO3